[1]
This record from the OMol25 dataset describes an isolated ion of composition C5H9N2O3 and charge -1. The level of theory is wB97M-V/def2-TZVPD.

```
! RIJCOSX wB97M-V def2-TZVPD def2/J DEFGRID3
* xyz -1 1
C -0.625 2.218 0.414
C 0.575 1.294 0.514
O 1.704 1.740 0.536
N 0.260 -0.057 0.640
C 1.398 -0.912 1.001
C -0.595 -0.575 -0.447
N -0.914 -1.975 -0.133
C -0.006 -0.497 -1.897
O -0.866 -0.155 -2.741
O 1.193 -0.798 -2.044
H -1.471 1.812 0.966
H -0.348 3.187 0.821
H -0.922 2.330 -0.630
H 1.076 -1.630 1.758
H 1.778 -1.449 0.135
H 2.181 -0.295 1.428
H -1.505 0.032 -0.458
H -1.709 -2.240 -0.703
H -1.205 -2.029 0.839
*
```

Output
Gap between HOMO and LUMO (eV): 7.79
Molar mass (g/mol): 145.14
SMILES string: CC(=O)N(C)[C@H](N)C(=O)[O-]
Energy relative to the best compared isomer or geometry (same formula, charge and spin) (eV): 0.000
DFT total energy (Eh): -531.229099
HOMO energy (eV): -4.080
Lowest unoccupied orbital energy (eV): 3.705

natural (NBO) atomic charge list, values in e, 4 entries:
1. C -0.719
2. C 0.713
3. O -0.616
4. N -0.487

***

[2]
This record from the OMol25 dataset describes C40H36Cl3N2O5PPd as an isolated structure. The level of theory is wB97M-V/def2-TZVPD.

```
! RIJCOSX wB97M-V def2-TZVPD def2/J DEFGRID3
* xyz -2 1
Pd -0.282 0.200 -0.963
C -2.979 0.866 -4.201
C -1.878 -0.182 -4.343
C -0.502 0.460 -4.230
C -1.989 -1.296 -3.306
C -3.122 -2.302 -3.482
O -3.461 -2.666 -2.133
C -2.975 -1.627 -1.360
N -2.229 -0.791 -1.945
C -3.391 -1.681 0.057
C -4.487 -2.514 0.326
C -4.959 -2.710 1.607
C -4.319 -2.079 2.665
C -3.239 -1.256 2.410
C -2.747 -1.016 1.121
P -1.333 0.196 0.927
C -2.306 1.738 1.280
C -2.944 2.043 2.484
C -3.665 3.218 2.630
C -3.763 4.111 1.567
C -3.125 3.823 0.371
C -2.396 2.647 0.228
C -0.481 -0.068 2.536
C -0.098 -1.354 2.925
C 0.732 -1.557 4.016
C 1.207 -0.473 4.744
C 0.850 0.811 4.360
C 0.022 1.012 3.265
H -2.874 1.633 -4.969
H -2.884 1.366 -3.236
H -3.980 0.429 -4.273
H -1.965 -0.663 -5.329
H -0.377 0.893 -3.232
H -0.390 1.283 -4.938
H 0.289 -0.279 -4.375
H -1.033 -1.833 -3.273
H -2.821 -3.201 -4.016
H -4.009 -1.862 -3.955
H -4.959 -3.015 -0.506
H -5.812 -3.355 1.781
H -4.660 -2.223 3.684
H -2.744 -0.786 3.249
H -2.867 1.366 3.326
H -4.150 3.440 3.574
H -4.326 5.031 1.681
H -3.173 4.517 -0.460
H -1.855 2.452 -0.696
H -0.440 -2.207 2.346
H 1.032 -2.563 4.283
H 1.878 -0.629 5.580
H 1.239 1.666 4.901
H -0.226 2.022 2.957
Cl 2.213 1.948 -0.168
C 3.123 1.540 1.232
C 3.504 2.529 2.121
C 4.229 2.201 3.257
C 4.524 0.874 3.518
C 4.103 -0.112 2.640
Cl 4.386 -1.768 3.095
C 3.433 0.182 1.444
N 3.043 -0.780 0.536
C 3.912 -1.747 0.011
C 5.295 -1.623 0.101
C 6.131 -2.601 -0.418
C 5.591 -3.713 -1.042
C 4.210 -3.830 -1.141
C 3.350 -2.868 -0.628
C 1.862 -3.029 -0.764
C 1.285 -2.229 -1.968
O 0.773 -2.888 -2.885
O 1.483 -0.980 -1.928
H 3.234 3.553 1.901
H 4.543 2.974 3.947
H 5.049 0.583 4.418
H 2.305 -0.524 -0.145
H 5.718 -0.747 0.578
H 7.206 -2.483 -0.336
H 6.235 -4.482 -1.452
H 3.775 -4.694 -1.632
H 1.364 -2.668 0.142
H 1.615 -4.079 -0.915
Cl 1.304 5.769 -4.328
C 0.995 4.669 -2.929
C -0.260 3.757 -3.033
O -1.041 3.893 -3.979
O -0.296 2.979 -2.047
H 0.888 5.307 -2.055
H 1.881 4.052 -2.808
*
```

Output
Gap between HOMO and LUMO (eV): 4.97
Molar mass (g/mol): 868.49
Energy relative to the best compared isomer or geometry (same formula, charge and spin) (eV): 0.000
DFT total energy (Eh): -3881.535090
HOMO energy (eV): -0.834
Lowest unoccupied orbital energy (eV): 4.137

Löwdin atomic charge list, values in e, 4 entries:
1. Pd 0.300
2. C -0.070
3. C -0.374
4. C -0.070

***

[3]
This record from the OMol25 dataset describes C5H9BiMgO4 as an isolated structure at a distorted geometry. The level of theory is wB97M-V/def2-TZVPD.

```
! RIJCOSX wB97M-V def2-TZVPD def2/J DEFGRID3
* xyz 1 2
O 0.686 2.721 -0.235
C 1.801 2.108 0.109
C 1.894 0.772 0.347
O 0.613 0.213 0.632
C 0.305 -0.996 -0.050
C -1.173 -1.248 0.101
O -1.858 -0.055 -0.293
C -3.266 -0.230 -0.434
Mg -0.862 1.673 0.325
H 2.737 2.684 0.043
H 0.880 -1.833 0.373
H 0.575 -0.874 -1.111
H -1.437 -1.492 1.141
H -1.478 -2.081 -0.549
H -3.696 0.743 -0.693
H -3.464 -0.948 -1.241
H -3.696 -0.592 0.510
H 3.055 -0.032 -0.403
Bi 4.023 0.065 1.582
O 4.362 -0.599 -0.154
*
```

Output
Gap between HOMO and LUMO (alpha / beta) (eV): 4.24 / 6.38
Molar mass (g/mol): 366.41
DFT total energy (Eh): -911.204252
HOMO energy (alpha / beta) (eV): -9.692 / -11.840
Lowest unoccupied orbital energy (alpha / beta) (eV): -5.449 / -5.459

natural (NBO) atomic charge list, values in e, 4 entries:
1. O -0.938
2. C 0.190
3. C -0.359
4. O -0.685

***

[4]
This record from the OMol25 dataset describes a 8-piece molecular cluster, C44H86BrNO14P overall at a distorted geometry. The level of theory is wB97M-V/def2-TZVPD.

```
! RIJCOSX wB97M-V def2-TZVPD def2/J DEFGRID3
* xyz 1 1
C 4.846 4.884 -3.661
C 4.463 3.738 -3.566
C 4.020 2.269 -3.341
C 2.592 1.919 -3.919
C 1.379 2.629 -3.190
C 1.323 2.420 -1.620
C 1.939 1.104 -0.969
C 1.418 1.336 0.540
Br 2.681 2.650 1.405
N 0.005 1.985 0.476
O 0.189 3.134 1.201
C -0.979 0.946 0.989
O -1.577 1.281 2.227
C -1.231 0.349 3.283
C 0.280 0.602 3.719
O 0.421 0.786 5.150
C 1.491 1.774 5.284
C 2.166 1.712 6.731
O 3.316 2.571 6.709
C 3.001 3.920 7.093
C 2.904 4.914 5.836
C -0.161 2.307 -0.968
P -1.280 3.711 -1.492
O -2.127 3.216 -2.632
O -0.409 5.003 -2.063
O -2.318 4.254 -0.300
H 5.384 5.861 -3.588
H 4.168 2.035 -2.252
H 4.766 1.623 -3.907
H 2.382 0.806 -3.985
H 2.575 2.288 -4.994
H 0.430 2.194 -3.650
H 1.346 3.731 -3.461
H 1.741 3.403 -1.227
H 1.639 0.099 -1.386
H 3.046 1.024 -0.791
H 1.561 0.456 1.219
H -0.675 3.535 1.459
H -0.559 -0.098 1.054
H -1.818 0.891 0.220
H -1.867 0.642 4.177
H -1.475 -0.726 3.050
H 0.579 1.599 3.261
H 0.910 -0.255 3.328
H 1.111 2.810 5.027
H 2.315 1.458 4.566
H 1.397 1.994 7.505
H 2.542 0.672 6.967
H 2.053 4.027 7.693
H 3.850 4.291 7.736
H 3.514 5.845 6.065
H 1.847 5.277 5.658
H 3.349 4.454 4.907
H -0.588 1.418 -1.523
H -0.783 5.210 -2.947
H -2.083 5.205 -0.172
C -1.021 -3.771 -2.270
C 0.240 -4.502 -1.849
C 1.326 -3.592 -2.389
O 0.800 -2.255 -2.363
C -0.612 -2.319 -2.108
H -1.899 -4.034 -1.679
H -1.239 -3.983 -3.321
H 0.297 -4.545 -0.757
H 0.308 -5.519 -2.234
H 1.569 -3.836 -3.428
H 2.242 -3.638 -1.797
H -0.785 -1.970 -1.082
H -1.140 -1.655 -2.796
C 1.203 -10.047 -2.269
C 2.641 -9.843 -2.700
C 2.650 -8.373 -3.080
O 1.676 -7.725 -2.249
C 0.886 -8.727 -1.592
H 1.058 -10.907 -1.614
H 0.566 -10.178 -3.150
H 3.310 -10.013 -1.851
H 2.953 -10.495 -3.516
H 2.350 -8.230 -4.123
H 3.626 -7.908 -2.931
H 1.176 -8.743 -0.536
H -0.171 -8.463 -1.659
C -1.234 8.618 -2.005
C -0.948 9.505 -3.200
C 0.303 10.238 -2.753
O 1.015 9.349 -1.882
C 0.166 8.247 -1.548
H -1.851 7.748 -2.240
H -1.741 9.196 -1.226
H -0.727 8.888 -4.076
H -1.768 10.177 -3.455
H 0.054 11.139 -2.183
H 0.944 10.523 -3.590
H 0.536 7.365 -2.080
H 0.220 8.054 -0.473
C 5.100 -1.801 9.920
C 4.446 -0.491 9.527
C 2.978 -0.786 9.780
O 2.924 -1.730 10.855
C 4.243 -2.240 11.093
H 6.156 -1.706 10.177
H 5.010 -2.521 9.101
H 4.786 0.308 10.193
H 4.650 -0.188 8.499
H 2.509 -1.248 8.903
H 2.411 0.108 10.048
H 4.605 -1.809 12.032
H 4.202 -3.325 11.201
C -5.786 0.824 1.184
C -6.701 -0.269 0.667
C -5.731 -1.163 -0.083
O -4.462 -1.047 0.585
C -4.521 0.050 1.504
H -6.185 1.361 2.046
H -5.590 1.551 0.389
H -7.138 -0.815 1.509
H -7.513 0.097 0.040
H -5.600 -0.828 -1.115
H -6.046 -2.207 -0.094
H -4.554 -0.364 2.519
H -3.620 0.658 1.406
C 3.064 -4.150 -6.381
C 4.326 -4.876 -5.961
C 5.408 -3.960 -6.503
O 4.875 -2.628 -6.476
C 3.468 -2.698 -6.221
H 2.186 -4.416 -5.789
H 2.845 -4.364 -7.432
H 4.384 -4.918 -4.869
H 4.397 -5.895 -6.345
H 5.652 -4.204 -7.542
H 6.326 -4.000 -5.913
H 3.294 -2.349 -5.196
H 2.937 -2.036 -6.909
C -10.358 -2.138 -2.173
C -10.087 -1.288 -3.398
C -8.835 -0.535 -2.987
O -8.110 -1.392 -2.094
C -8.955 -2.489 -1.717
H -10.972 -3.016 -2.375
H -10.861 -1.537 -1.409
H -9.871 -1.932 -4.256
H -10.912 -0.628 -3.667
H -9.083 0.383 -2.444
H -8.203 -0.275 -3.839
H -8.585 -3.387 -2.224
H -8.891 -2.647 -0.638
*
```

Output
Gap between HOMO and LUMO (eV): 7.97
Molar mass (g/mol): 964.04
Energy relative to the best compared isomer or geometry (same formula, charge and spin) (eV): 0.000
DFT total energy (Eh): -5751.046620
HOMO energy (eV): -10.695
Lowest unoccupied orbital energy (eV): -2.720

Löwdin atomic charge list, values in e, 4 entries:
1. C 0.078
2. C -0.133
3. C -0.189
4. C -0.186